Computed, not measured: a cluster of 5 separate species, C24H24ClO8 in total at a distorted geometry, with ωB97M-V/def2-TZVPD.

The HOMO-LUMO gap comes out at 7.90 eV. Its total charge is -1. The calculation puts the total energy at -1990.87911 a.u. Its energy above the lowest of the compared OMol25 structures with the same formula, charge and spin is 105.8 kJ/mol.

Each atom is followed by the atoms it is bonded to, with distances in Å.
CARTESIAN COORDINATES (ANGSTROEM)
1 H 29.1494 35.7186 39.9136  O17 0.965
2 H 29.4662 49.6438 30.9369  O47 0.888
3 H 28.9155 38.0435 37.0871  C19 1.052
4 C 28.8568 41.2051 32.2927  H5 0.901, C21 1.408, C38 1.392
5 H 28.2663 40.5259 32.2596  C4 0.901
6 H 29.8952 39.9874 41.6073  C25 1.089
7 C 30.1605 42.9524 31.0829  O9 1.413, C21 1.397, C33 1.312
8 H 31.2940 44.3448 32.3201  C33 1.150
9 O 30.5554 43.4601 29.8249  C7 1.413, H49 0.856
10 H 28.6224 41.8134 35.2874  O28 0.832
11 C 23.7583 42.2327 41.5127  C36 1.436, H37 0.967, C51 1.372
12 H 30.7597 43.1257 34.4930  C34 1.136
13 H 27.3693 48.9979 31.8804  C56 1.043
14 H 22.6686 39.9786 42.3747  O16 1.031
15 O 26.5144 44.3768 40.2545  H26 1.013, C53 1.381
16 O 23.5498 39.8982 41.8447  H14 1.031, C51 1.353
17 O 29.0053 36.1596 39.0676  H1 0.965, C27 1.331
18 H 29.1823 37.4602 41.2375  C52 1.004
19 C 29.2174 38.2961 38.0622  H3 1.052, C27 1.423, C46 1.437
20 C 29.3903 46.9871 34.4465  H29 0.959, C45 1.331, C55 1.559
21 C 29.3624 41.8069 31.1248  C4 1.408, C7 1.397, H54 1.096
22 H 29.1394 40.3554 37.3999  C46 1.099
23 H 27.7806 45.8048 35.9204  O35 0.954
24 C 27.3352 47.8698 33.5854  H41 1.108, C45 1.400, C56 1.417
25 C 29.7845 39.5006 40.6394  H6 1.089, C32 1.436, C52 1.521
26 H 27.3362 44.3588 39.6627  O15 1.013
27 C 29.2396 37.4618 39.2150  O17 1.331, C19 1.423, C52 1.390
28 O 28.7239 41.3003 34.6405  H10 0.832, C38 1.350
29 H 29.9645 46.3714 34.9055  C20 0.959
30 H 26.9220 41.8758 39.6434  C57 0.917
31 O 29.9396 41.7022 39.6080  C32 1.433, H42 0.872
32 C 29.6581 40.3055 39.4569  C25 1.436, O31 1.433, C46 1.369
33 C 30.5799 43.4483 32.2228  C7 1.312, H8 1.150, C34 1.575
34 C 30.2299 42.7190 33.5737  H12 1.136, C33 1.575, C38 1.354
35 O 27.3021 46.2870 35.2513  H23 0.954, C45 1.366
36 C 24.4799 43.3877 41.0577  C11 1.436, H48 1.096, C53 1.405
37 H 22.9121 42.3257 41.9713  C11 0.967
38 C 29.2978 41.7401 33.5003  C4 1.392, O28 1.350, C34 1.354
39 C 25.3867 40.7999 40.4687  H40 0.970, C51 1.458, C57 1.473
40 H 25.7247 39.9035 40.3179  C39 0.970
41 H 26.2349 48.0032 33.5847  C24 1.108
42 H 29.9959 42.2105 38.9015  O31 0.872
43 H 31.1786 47.6304 33.1786  C55 1.003
44 C 29.4444 48.5141 32.4681  O47 1.374, C55 1.388, C56 1.424
45 C 28.0747 47.1621 34.5410  C20 1.331, C24 1.400, O35 1.366
46 C 29.3853 39.7098 38.2544  C19 1.437, H22 1.099, C32 1.369
47 O 30.0247 49.1100 31.3741  H2 0.888, C44 1.374
48 H 23.9787 44.3313 41.3039  C36 1.096
49 H 30.7790 44.2740 29.9663  O9 0.856
50 Cl 28.6614 43.7766 37.3413  no bonds
51 C 24.1756 40.9486 41.2664  C11 1.372, O16 1.353, C39 1.458
52 C 29.4918 38.0186 40.4629  H18 1.004, C25 1.521, C27 1.390
53 C 25.7076 43.2636 40.3868  O15 1.381, C36 1.405, C57 1.369
54 H 29.1070 41.2908 30.1925  C21 1.096
55 C 30.1878 47.7029 33.3148  C20 1.559, H43 1.003, C44 1.388
56 C 28.0265 48.5878 32.5783  H13 1.043, C24 1.417, C44 1.424
57 C 26.1949 41.9995 40.1891  H30 0.917, C39 1.473, C53 1.369

How positive or negative is each atom? The Löwdin charges in e answer that:
1 H 0.1056
2 H 0.0245
3 H 0.0906
4 C 0.0361
5 H 0.0146
6 H 0.0990
7 C -0.3496
8 H 0.1295
9 O 0.0755
10 H -0.0920
11 C -0.0405
12 H 0.1246
13 H 0.0795
14 H 0.1602
15 O -0.0101
16 O -0.0029
17 O 0.0491
18 H 0.0510
19 C 0.0227
20 C 0.0490
21 C 0.0063
22 H 0.1059
23 H -0.0071
24 C 0.0022
25 C 0.0495
26 H 0.0706
27 C -0.3762
28 O 0.1052
29 H 0.0374
30 H 0.0026
31 O 0.0138
32 C -0.2834
33 C 0.0034
34 C 0.0467
35 O 0.0218
36 C 0.0106
37 H 0.0386
38 C -0.3391
39 C 0.0813
40 H 0.0363
41 H 0.1245
42 H -0.0951
43 H 0.0561
44 C -0.3208
45 C -0.3535
46 C -0.0204
47 O 0.0576
48 H 0.1092
49 H -0.0155
50 Cl -0.3293
51 C -0.3332
52 C -0.0051
53 C -0.3145
54 H 0.1167
55 C 0.0629
56 C -0.0172
57 C 0.0345

=====

Computed, not measured: an isolated molecule of C24H24FN3OS, with ωB97M-V/def2-TZVPD.

The HOMO-LUMO gap comes out at 9.04 eV. The SMILES is O=C(CNC(=S)N(Cc1ccccc1)Cc1ccccc1F)NCc1ccccc1. The calculation puts the total energy at -1666.56441 a.u. Its energy above the lowest of the compared OMol25 structures with the same formula, charge and spin is 0.0 kJ/mol.

Each atom is followed by the atoms it is bonded to, with distances in Å.
CARTESIAN COORDINATES (ANGSTROEM)
1 H 4.8332 -0.7770 -0.4834  C44 1.080
2 H -6.2375 -1.5390 -1.0805  C35 1.080
3 H 1.3394 -5.0290 0.5854  C53 1.079
4 C -4.2300 -0.8093 -0.9993  H8 1.081, C18 1.388, C35 1.384
5 H -2.2518 -2.7249 0.4134  C9 1.080
6 F 1.4448 -0.8090 2.0824  C28 1.353
7 C 3.1549 0.1755 -1.4021  C32 1.511, C38 1.391, C44 1.388
8 H -3.8169 -1.6761 -1.4969  C4 1.081
9 C -1.2005 -2.8006 0.6495  H5 1.080, C16 1.390, C36 1.384
10 H 1.4683 3.2912 2.4949  C39 1.091
11 H -1.6415 0.8449 -1.6649  C20 1.095
12 C -5.2940 1.4151 0.2538  C19 1.383, H46 1.080, C48 1.385
13 H -1.0502 -4.8274 -0.0053  C36 1.079
14 O 3.6331 2.2330 1.6101  C41 1.212
15 H -0.9544 0.0745 2.3514  C25 1.091
16 C -0.5539 -1.7003 1.2004  C9 1.390, C25 1.510, C28 1.389
17 C 3.4167 -2.2088 -1.2055  C44 1.384, C45 1.384, H52 1.080
18 C -3.3890 0.2238 -0.6081  C4 1.388, C19 1.390, C20 1.505
19 C -3.9338 1.3388 0.0181  C12 1.383, C18 1.390, H50 1.080
20 C -1.9071 0.1496 -0.8624  H11 1.095, C18 1.505, H30 1.095, N51 1.451
21 S -0.4586 2.7297 -0.9499  C54 1.674
22 H 1.8287 -3.4048 -2.0031  C45 1.080
23 C 1.4548 -1.3104 -2.2401  C38 1.383, C45 1.384, H49 1.081
24 H 1.7992 2.5687 -0.9234  N29 1.016
25 C -1.2855 -0.3986 1.4257  H15 1.091, C16 1.510, H43 1.096, N51 1.454
26 N 0.3852 1.9074 1.4003  H27 1.009, C39 1.449, C54 1.351
27 H 0.6315 1.1441 2.0123  N26 1.009
28 C 0.7900 -1.8494 1.5180  F6 1.353, C16 1.389, C42 1.381
29 N 2.6665 2.3558 -0.4380  H24 1.016, C32 1.447, C41 1.344
30 H -1.6210 -0.8619 -1.1696  C20 1.095
31 H 2.5205 -3.0827 1.5914  C42 1.078
32 C 3.6547 1.5799 -1.1552  C7 1.511, N29 1.447, H33 1.095, H37 1.092
33 H 3.8696 2.0777 -2.1066  C32 1.095
34 H -7.1888 0.4395 0.0452  C48 1.080
35 C -5.5924 -0.7306 -0.7687  H2 1.080, C4 1.384, C48 1.384
36 C -0.5256 -3.9872 0.4234  C9 1.384, H13 1.079, C53 1.385
37 H 4.5600 1.5600 -0.5448  C32 1.092
38 C 1.9327 -0.0293 -2.0329  C7 1.391, C23 1.383, H40 1.081
39 C 1.3416 2.9946 1.4525  H10 1.091, N26 1.449, C41 1.539, H47 1.092
40 H 1.3510 0.8171 -2.3692  C38 1.081
41 C 2.6887 2.4984 0.8983  O14 1.212, N29 1.344, C39 1.539
42 C 1.4811 -3.0266 1.3121  C28 1.381, H31 1.078, C53 1.383
43 H -2.3573 -0.6070 1.5238  C25 1.096
44 C 3.8876 -0.9262 -0.9837  H1 1.080, C7 1.388, C17 1.384
45 C 2.1983 -2.4044 -1.8321  C17 1.384, H22 1.080, C23 1.384
46 H -5.7064 2.2865 0.7403  C12 1.080
47 H 0.9612 3.8332 0.8662  C39 1.092
48 C -6.1264 0.3796 -0.1377  C12 1.385, H34 1.080, C35 1.384
49 H 0.5042 -1.4559 -2.7328  C23 1.081
50 H -3.2867 2.1514 0.3138  C19 1.080
51 N -1.1270 0.5151 0.3055  C20 1.451, C25 1.454, C54 1.352
52 H 4.0029 -3.0589 -0.8878  C17 1.080
53 C 0.8140 -4.1019 0.7540  H3 1.079, C36 1.385, C42 1.383
54 C -0.3819 1.6429 0.3208  S21 1.674, N26 1.351, N51 1.352

How positive or negative is each atom? The Löwdin charges in e answer that:
1 H 0.1140
2 H 0.1019
3 H 0.1099
4 C -0.0502
5 H 0.1093
6 F 0.0684
7 C -0.1999
8 H 0.1091
9 C -0.0344
10 H 0.1282
11 H 0.0611
12 C -0.0743
13 H 0.1045
14 O 0.0625
15 H 0.1310
16 C -0.1273
17 C -0.0973
18 C -0.2172
19 C -0.0318
20 C -0.1620
21 S 0.7233
22 H 0.1013
23 C -0.0785
24 H 0.0168
25 C -0.0723
26 N 0.0266
27 H 0.1115
28 C -0.2115
29 N 0.0595
30 H 0.1132
31 H 0.1224
32 C -0.1194
33 H 0.1299
34 H 0.1006
35 C -0.0845
36 C -0.0764
37 H 0.1196
38 C -0.0422
39 C -0.1173
40 H 0.0900
41 C -0.4892
42 C -0.0161
43 H 0.1343
44 C -0.0335
45 C -0.1048
46 H 0.1040
47 H 0.0850
48 C -0.0917
49 H 0.1016
50 H 0.1051
51 N -0.0898
52 H 0.1044
53 C -0.0840
54 C -0.7435

=====

Computed, not measured: a cluster of 2 separate species, C24H24N4O4 in total at a distorted geometry, with ωB97M-V/def2-TZVPD.

The HOMO-LUMO gap comes out at 3.31 eV. The calculation puts the total energy at -1448.86922 a.u. Its energy above the lowest of the compared OMol25 structures with the same formula, charge and spin is 440.7 kJ/mol.

Each atom is followed by the atoms it is bonded to, with distances in Å.
CARTESIAN COORDINATES (ANGSTROEM)
1 H -7.9583 0.9958 -1.3226  C44 1.088
2 H -3.3966 3.4037 2.6649  C13 1.091
3 H -1.5476 2.0439 3.5216  C9 1.091
4 C 0.0736 -0.1708 3.6369  H5 1.089, C14 1.426, C55 1.390
5 H 0.4013 0.5812 4.3535  C4 1.089
6 C -3.0254 1.3473 2.0884  C9 1.427, C13 1.428, C52 1.425
7 C 0.3619 -2.4647 2.7388  C14 1.424, C26 1.378, H54 1.089
8 H -1.2391 -0.6309 2.0456  C55 1.088
9 C -1.8364 1.2207 2.8671  H3 1.091, C6 1.427, C55 1.389
10 C -4.9272 2.6919 1.3448  C13 1.374, C22 1.422, H37 1.089
11 C 1.4697 0.5492 10.1762  N17 1.444, H21 1.086, H24 1.093, H25 1.094
12 H -6.3196 0.3354 -1.6502  C44 1.099
13 C -3.7707 2.5654 2.0753  H2 1.091, C6 1.428, C10 1.374
14 C 0.8159 -1.3850 3.5480  C4 1.426, C7 1.424, C47 1.427
15 H -7.2418 -0.2342 -0.2258  C44 1.099
16 C 2.4447 -6.0403 2.5631  H28 1.088, H35 1.099, H51 1.099, O53 1.447
17 N 0.3108 -0.0338 9.5430  C11 1.444, C20 1.403, C38 1.417
18 O -0.5035 -0.4821 11.6458  C20 1.225
19 C 2.7571 -2.7300 4.1729  H29 1.089, C34 1.423, C47 1.374
20 C -0.6507 -0.5385 10.4308  N17 1.403, O18 1.225, N36 1.422
21 H 2.1282 0.8878 9.3823  C11 1.086
22 C -5.3985 1.5907 0.5784  C10 1.422, C23 1.416, O46 1.355
23 C -4.6736 0.3748 0.5603  C22 1.416, H50 1.093, C52 1.380
24 H 1.9691 -0.1967 10.8005  C11 1.093
25 H 1.1673 1.3880 10.8095  C11 1.094
26 C 1.0633 -3.6475 2.6456  C7 1.378, C34 1.415, H45 1.092
27 H 2.3845 -0.7387 4.8887  C47 1.091
28 H 3.1634 -6.8448 2.7019  C16 1.088
29 H 3.6929 -2.8731 4.7101  C19 1.089
30 C -2.6287 -1.4744 6.5084  N33 1.373, N41 1.381, H49 1.090
31 C -2.8249 -1.6468 10.7983  H32 1.093, N36 1.458, H40 1.087, H48 1.093
32 H -2.3841 -2.4251 11.4266  C31 1.093
33 N -1.4104 -0.8568 6.3736  C30 1.373, C42 1.346
34 C 2.2693 -3.7984 3.3695  C19 1.423, C26 1.415, O53 1.356
35 H 1.4541 -6.3409 2.9318  C16 1.099
36 N -1.8207 -1.1271 9.8776  C20 1.422, C31 1.458, C56 1.351
37 H -5.5070 3.6133 1.3346  C10 1.089
38 C 0.2370 -0.0524 8.1283  N17 1.417, C42 1.445, O43 1.228
39 H -2.9951 -0.6919 1.2733  C52 1.089
40 H -3.6261 -2.0535 10.1871  C31 1.087
41 N -2.9972 -1.6877 7.8223  C30 1.381, C56 1.356
42 C -0.9753 -0.6625 7.6329  N33 1.346, C38 1.445, C56 1.432
43 O 1.1193 0.4087 7.4096  C38 1.228
44 C -7.0379 0.6302 -0.8727  H1 1.088, H12 1.099, H15 1.099, O46 1.446
45 H 0.6798 -4.4608 2.0256  C26 1.092
46 O -6.5544 1.7586 -0.1090  C22 1.355, C44 1.446
47 C 2.0383 -1.5622 4.2620  C14 1.427, C19 1.374, H27 1.091
48 H -3.1972 -0.8403 11.4357  C31 1.093
49 H -3.2421 -1.7651 5.6558  C30 1.090
50 H -5.0314 -0.4735 -0.0280  C23 1.093
51 H 2.3656 -5.7751 1.4997  C16 1.099
52 C -3.5163 0.2640 1.3029  C6 1.425, C23 1.380, H39 1.089
53 O 2.9879 -4.9479 3.3411  C16 1.447, C34 1.356
54 H -0.5692 -2.3956 2.1782  C7 1.089
55 C -1.0178 0.0998 2.8205  C4 1.390, H8 1.088, C9 1.389
56 C -1.9615 -1.1780 8.5348  N36 1.351, N41 1.356, C42 1.432

How positive or negative is each atom? The Löwdin charges in e answer that:
1 H 0.0957
2 H 0.1246
3 H 0.1382
4 C 0.0539
5 H 0.1332
6 C -0.2051
7 C 0.0074
8 H 0.0820
9 C 0.0484
10 C 0.0150
11 C -0.0346
12 H 0.0980
13 C -0.0047
14 C -0.1958
15 H 0.0998
16 C -0.0532
17 N 0.0132
18 O 0.0443
19 C 0.0265
20 C -0.4132
21 H 0.0775
22 C -0.2417
23 C -0.0034
24 H 0.0942
25 H 0.0947
26 C -0.0034
27 H 0.1279
28 H 0.0954
29 H 0.1279
30 C -0.2547
31 C -0.0229
32 H 0.0890
33 N 0.0558
34 C -0.2339
35 H 0.1007
36 N -0.0079
37 H 0.1262
38 C -0.3846
39 H 0.1115
40 H 0.0726
41 N 0.0683
42 C -0.2248
43 O 0.0011
44 C -0.0533
45 H 0.1065
46 O -0.0649
47 C 0.0199
48 H 0.0894
49 H 0.0725
50 H 0.1077
51 H 0.0969
52 C 0.0033
53 O -0.0594
54 H 0.1105
55 C -0.0742
56 C -0.2939